# 1
{"formula": "C5H9NS2", "method": "wB97M-V/def2-TZVPD", "symbols": ["C", "C", "C", "C", "C", "H", "H", "H", "H", "H", "H", "H", "H", "H", "N", "S", "S"], "positions_angstrom": [[1.968240, 1.334431, 1.434465], [0.641657, -0.366227, -0.217121], [-1.216499, 1.230528, -0.684571], [0.041568, -1.570260, -0.017442], [-1.395499, -1.919092, -0.375301], [2.948448, 1.757316, 1.416736], [1.314687, 2.178575, 1.016115], [1.561829, 0.989213, 2.435016], [0.176159, 0.655130, -2.131230], [-1.634949, 0.935750, 0.348610], [0.686539, -2.154913, 0.694026], [-2.248000, -1.184166, 0.257620], [-1.283134, -1.631948, -1.647292], [-1.667703, -3.189682, -0.043876], [-0.158123, 0.493301, -1.069043], [2.253300, 0.030257, 0.199224], [-1.988519, 2.411787, -1.615938]], "forces_ev_per_a": [[-1.6, 0.8, -0.4], [-3.1, -1.8, -1.7], [-1.0, 0.3, 0.2], [1.3, 0.7, 2.8], [-0.9, -0.8, -0.7], [0.7, 0.4, 0.9], [0.6, -1.4, 0.5], [0.8, 0.3, -1.3], [-0.9, -0.2, 3.4], [0.9, 0.6, -1.5], [-1.1, -0.2, -0.8], [2.6, -2.3, -2.3], [-1.5, -1.2, 3.7], [0.9, 4.2, -1.5], [1.1, 1.6, -2.8], [0.3, 0.3, 0.4], [0.9, -1.4, 1.0]], "lowdin_charge": [-0.39, -0.70, -0.76, -0.22, -0.14, 0.00, 0.06, 0.07, 0.20, 0.09, 0.10, 0.13, 0.15, 0.15, -0.12, 0.88, 0.50], "de_lowest_kj_mol": 355.9, "total_charge": 0, "largest_force_ev_per_a": 4.56, "total_energy_ev": -28487.94723, "homo_lumo_gap_ha": 0.323, "molar_mass_g_mol": 147.27}

=====

# 2
{"formula": "C20H21BrFeN2O2", "method": "wB97M-V/def2-TZVPD", "symbols": ["C", "C", "H", "H", "H", "H", "H", "H", "C", "C", "C", "C", "H", "H", "H", "H", "N", "C", "C", "N", "C", "C", "C", "H", "H", "C", "H", "H", "Fe", "C", "H", "H", "H", "Br", "C", "C", "C", "C", "C", "C", "C", "O", "O", "H", "H", "H", "H"], "positions_angstrom": [[-0.004512, -2.958257, 0.791744], [1.224500, -2.322795, 1.417173], [-0.960826, -2.883779, 1.344142], [0.179948, -3.926708, 0.287663], [-0.284915, -2.249719, -0.097150], [1.437730, -1.400138, 0.855375], [1.141632, -1.928800, 2.447391], [2.184005, -2.835024, 1.217225], [-2.054844, 0.024939, -1.962869], [-3.065771, 0.602131, -2.745811], [-2.761674, 1.791626, -3.436878], [-1.545760, 2.460018, -3.285471], [-2.175111, -0.868546, -1.355394], [-4.036138, 0.094637, -2.797353], [-3.542585, 2.210234, -4.088692], [-1.315801, 3.398890, -3.795619], [-0.798298, 0.558470, -1.974209], [-0.586182, 1.861189, -2.458296], [0.752680, 2.399356, -2.122479], [1.540384, 1.474103, -1.414854], [2.752508, 1.836684, -0.884265], [2.604259, 3.896836, -2.115922], [3.334088, 3.045869, -1.258878], [3.194208, 1.083882, -0.224206], [4.337636, 3.264545, -0.884583], [1.306184, 3.606093, -2.546126], [0.734835, 4.263535, -3.198231], [3.078032, 4.828082, -2.414719], [0.903612, 0.290295, -2.671585], [1.828252, -1.543802, -2.538722], [2.840416, -1.142600, -2.827747], [1.352357, -2.021367, -3.440475], [2.031144, -2.389075, -1.813340], [-3.491212, -0.916364, 1.760331], [-2.114856, -1.251535, 3.015035], [-2.042049, -2.469135, 3.699143], [-0.948841, -2.739172, 4.543113], [0.002620, -1.750645, 4.756322], [-0.103144, -0.503206, 4.116622], [-1.144200, -0.262984, 3.202557], [-1.180843, 1.025741, 2.374485], [-1.727595, 1.951370, 2.996074], [-0.661528, 0.911044, 1.241854], [-2.828005, -3.196231, 3.550544], [-0.866545, -3.704260, 5.019046], [0.855632, -1.921932, 5.427561], [0.624575, 0.306503, 4.290477]], "forces_ev_per_a": [[-1.2, 1.5, -2.5], [1.1, 1.4, -0.3], [0.9, -0.7, 0.2], [-0.3, 0.3, 0.7], [0.5, -1.2, 1.2], [-0.3, 0.1, 0.1], [0.0, -0.9, -0.5], [-0.6, -0.5, 0.6], [0.7, 0.9, -0.9], [0.9, 0.0, 0.7], [-0.6, 0.0, -0.2], [-0.1, -0.3, 0.2], [0.0, 0.0, -0.2], [0.4, 0.5, -0.1], [0.5, -0.1, 0.3], [-0.3, -0.3, 0.3], [-2.9, 1.8, 0.5], [-1.2, -1.2, 0.1], [1.4, -0.7, 1.0], [1.0, 3.4, 1.4], [-1.2, 0.1, -1.1], [0.1, 0.1, 0.1], [-0.7, -0.6, 0.2], [0.0, 0.4, -0.4], [-0.5, 0.2, -0.2], [0.5, -0.1, 0.3], [0.3, 0.0, 0.3], [-0.2, -0.1, -0.1], [1.9, -4.9, -0.7], [0.5, -0.3, -0.9], [-0.5, -0.5, -0.1], [0.6, 0.2, 0.5], [-0.7, 1.4, -0.4], [-0.3, -0.2, -0.1], [1.0, -0.2, 0.8], [0.2, 0.3, 0.0], [-0.6, 0.5, -0.5], [0.4, 0.8, 0.1], [-0.4, -0.3, 0.0], [0.3, -0.5, -0.1], [-0.2, -0.5, 1.0], [0.3, 0.4, -0.8], [0.0, 0.5, -0.3], [0.0, -0.1, 0.0], [0.0, -0.1, 0.1], [-0.4, 0.0, -0.3], [-0.3, -0.6, -0.1]], "lowdin_charge": [-0.16, -0.17, 0.04, 0.06, 0.07, 0.04, 0.05, 0.06, -0.04, -0.01, -0.04, 0.01, 0.11, 0.12, 0.12, 0.12, 0.01, -0.23, -0.22, 0.00, -0.04, -0.03, -0.02, 0.14, 0.12, 0.01, 0.12, 0.11, 0.82, -0.20, -0.02, -0.02, 0.01, 0.76, -0.64, -0.14, -0.10, -0.11, -0.04, -0.19, -0.78, -0.02, -0.07, 0.09, 0.09, 0.10, 0.13], "total_charge": 0, "largest_force_ev_per_a": 5.33, "total_energy_ev": -132580.11542, "homo_lumo_gap_ha": [0.188, 0.174], "molar_mass_g_mol": 457.15, "multiplicity": 5}

=====

# 3
{"formula": "C7H28FN14O7", "method": "wB97M-V/def2-TZVPD", "symbols": ["F", "C", "O", "N", "N", "H", "H", "H", "H", "C", "O", "N", "N", "H", "H", "H", "H", "C", "O", "N", "N", "H", "H", "H", "H", "C", "O", "N", "N", "H", "H", "H", "H", "C", "O", "N", "N", "H", "H", "H", "H", "C", "O", "N", "N", "H", "H", "H", "H", "C", "O", "N", "N", "H", "H", "H", "H"], "positions_angstrom": [[-0.366097, -0.251101, -0.282113], [2.954571, 1.113817, 0.663122], [2.241380, 2.033137, 0.927768], [2.392564, -0.016050, 0.581083], [4.206608, 1.107092, 0.979421], [3.059506, -0.756774, 0.417953], [1.403503, 0.046598, 0.386291], [4.923258, 0.453904, 0.696838], [4.519180, 2.016656, 1.287800], [-1.901782, -1.010325, -3.359746], [-2.511174, -1.256537, -4.363365], [-1.399827, -1.869527, -2.540013], [-1.611162, 0.187519, -2.842681], [-1.511771, -2.860918, -2.697254], [-0.943849, -1.512423, -1.712572], [-1.526571, 0.946111, -3.504109], [-1.077912, 0.163384, -1.985271], [-0.750171, -2.651207, 2.434955], [-0.832357, -3.238938, 3.485886], [-0.939070, -3.210089, 1.251490], [-0.254290, -1.467934, 2.386503], [-0.999259, -4.218027, 1.228183], [-1.150969, -2.586851, 0.485483], [0.078193, -1.171490, 1.480037], [0.008640, -1.097179, 3.288447], [-0.525538, 3.852415, 1.992485], [-0.945322, 4.817125, 2.664814], [-0.858172, 2.660828, 2.017626], [0.387137, 4.101082, 1.169722], [-0.421340, 1.903398, 1.512079], [-1.675037, 2.464490, 2.578235], [1.029459, 3.367566, 0.906153], [0.715965, 5.031463, 1.385066], [2.446489, -3.305396, -0.744367], [3.421271, -2.596963, -0.515446], [2.596561, -4.571610, -0.814937], [1.219393, -2.792538, -1.073543], [1.770502, -5.074805, -1.105665], [3.517289, -4.905543, -0.568256], [0.420575, -3.410200, -1.095982], [1.036117, -1.812783, -0.910482], [0.716914, 2.926183, -2.353008], [1.518235, 3.711290, -2.803551], [-0.642551, 2.992022, -2.300757], [1.127280, 1.752312, -2.017081], [-1.117715, 3.661131, -2.889483], [-1.095175, 2.381742, -1.635321], [0.696670, 1.139218, -1.339742], [2.117374, 1.571325, -2.101125], [-3.745013, 0.224623, 1.526299], [-4.890112, 0.599749, 1.882844], [-2.922399, -0.372355, 2.288788], [-3.071372, 0.535285, 0.414009], [-3.300807, -0.596096, 3.198094], [-1.974377, -0.566088, 1.999249], [-2.144712, 0.168895, 0.249244], [-3.418733, 1.249386, -0.210097]], "forces_ev_per_a": [[0.2, 0.1, 0.3], [-0.5, -0.6, 2.5], [-2.8, 6.1, 0.2], [-0.8, -4.4, -1.8], [5.0, 1.7, 0.3], [-1.1, -1.3, -0.4], [-0.2, -1.0, -0.4], [-0.5, 0.0, -0.1], [0.4, -0.2, -0.2], [-0.7, 1.2, -0.8], [-0.8, -0.1, -1.7], [1.5, -4.8, 2.7], [-0.5, 3.1, -0.5], [-0.1, 0.3, 0.1], [0.0, -0.6, 0.0], [0.0, 0.0, 0.4], [0.2, 0.6, -0.3], [0.5, -3.1, 1.6], [-0.8, -1.2, 1.5], [-0.8, -1.1, -2.1], [1.3, 4.5, -0.3], [-0.5, 0.4, -0.2], [0.0, -0.6, -0.2], [0.3, 0.7, 0.3], [0.3, 0.2, -0.5], [-0.6, 0.1, -0.4], [-1.2, 1.7, 2.0], [-4.2, -5.3, 2.4], [4.2, 4.0, -2.4], [0.1, 0.1, -0.3], [0.0, -0.8, 0.0], [1.2, -0.7, -0.3], [0.9, 0.4, -1.3], [0.1, 4.2, -0.5], [0.4, 1.2, 0.6], [-0.6, -3.8, -0.2], [-0.1, -0.3, 0.1], [0.9, -0.9, 0.2], [-0.5, -0.5, -0.3], [0.2, 0.3, 0.1], [0.0, -0.1, 0.0], [-0.3, 1.1, -1.4], [-0.2, 2.0, -0.7], [-0.8, 1.4, 0.2], [2.5, -4.8, 2.0], [-0.1, -0.1, 0.6], [-0.4, 0.2, -0.6], [-0.6, -0.1, -0.2], [-0.1, 0.4, 0.0], [-3.6, 3.3, -0.9], [1.6, -0.6, -1.1], [1.9, -2.9, 4.6], [-0.5, 1.6, -2.9], [0.6, -0.5, 0.0], [-0.2, -0.2, 0.7], [0.1, 0.1, -0.3], [-0.2, -0.5, 0.0]], "lowdin_charge": [-0.49, -0.81, 0.01, 0.21, 0.20, 0.09, 0.06, 0.13, 0.12, -0.77, 0.06, 0.16, 0.14, 0.12, 0.04, 0.10, 0.02, -0.81, 0.05, 0.18, 0.14, 0.12, 0.08, 0.06, 0.14, -0.68, 0.33, 0.29, 0.32, 0.13, 0.16, 0.09, 0.17, -0.73, 0.00, 0.18, 0.17, 0.12, 0.14, 0.08, 0.06, -0.76, 0.04, 0.15, 0.17, 0.11, 0.08, 0.05, 0.12, -0.75, -0.01, 0.16, 0.15, 0.14, 0.05, 0.03, 0.11], "de_lowest_kj_mol": 0.0, "total_charge": 0, "largest_force_ev_per_a": 7.21, "total_energy_ev": -45625.42269, "homo_lumo_gap_ha": [0.334, 0.123], "molar_mass_g_mol": 439.39, "multiplicity": 2}

=====

# 4
{"formula": "C2H4FPSi", "method": "wB97M-V/def2-TZVPD", "symbols": ["F", "P", "C", "C", "Si", "H", "H", "H", "H"], "positions_angstrom": [[-3.044057, 0.576743, 1.976144], [-1.943524, 1.869855, 1.782118], [-2.002666, 2.029224, 0.015701], [-1.036184, 1.182292, 0.301055], [0.199382, -0.793200, 0.400864], [-2.424192, 2.565358, -0.719798], [1.374513, -1.174792, 1.193072], [0.791889, -0.537571, -0.930987], [-1.045520, -1.458670, 0.286635]], "forces_ev_per_a": [[0.6, 1.0, 0.2], [-0.6, -1.5, -0.7], [2.2, -1.5, 2.4], [1.2, -1.9, 2.1], [-0.8, 3.8, -2.5], [-1.6, 1.5, -2.7], [-0.5, 0.3, 0.8], [0.0, -0.5, 0.0], [-0.6, -1.1, 0.4]], "lowdin_charge": [-0.45, 0.83, -0.38, -0.43, 0.76, 0.00, -0.10, -0.12, -0.11], "smiles": "FP1=CC=1[SiH3]", "de_lowest_kj_mol": 164.1, "total_charge": 0, "largest_force_ev_per_a": 4.57, "total_energy_ev": -22019.12111, "homo_lumo_gap_ha": 0.310, "molar_mass_g_mol": 106.11}

=====

# 5
{"formula": "CHN2O4", "method": "wB97M-V/def2-TZVPD", "symbols": ["C", "N", "N", "O", "O", "O", "O", "H"], "positions_angstrom": [[-0.292685, -0.654854, 0.549501], [1.525535, 0.221528, -0.070564], [-1.181675, 0.013784, -0.207882], [2.006094, -0.302822, -1.052130], [1.710350, 1.276626, 0.473329], [-0.858714, 0.803590, -1.145017], [-2.409753, -0.377374, -0.063947], [-0.499149, -0.980475, 1.516712]], "forces_ev_per_a": [[1.9, 1.6, -3.4], [-4.3, -2.1, 0.9], [-0.4, -0.7, -1.1], [0.5, 1.1, 1.0], [1.4, 0.1, -0.7], [-0.4, -0.6, 1.2], [1.2, 0.7, 0.3], [0.1, -0.1, 1.6]], "lowdin_charge": [0.11, -0.35, -0.53, -0.01, -0.01, -0.09, -0.14, 0.02], "de_lowest_kj_mol": 582.2, "total_charge": -1, "largest_force_ev_per_a": 4.89, "total_energy_ev": -12216.49159, "homo_lumo_gap_ha": [0.299, 0.299], "molar_mass_g_mol": 105.03}

=====

# 6
{"formula": "C5H7N2", "method": "wB97M-V/def2-TZVPD", "symbols": ["C", "C", "C", "C", "C", "N", "N", "H", "H", "H", "H", "H", "H", "H"], "positions_angstrom": [[-0.602587, -1.295547, -0.221195], [0.337791, -0.369326, -0.866676], [-0.751262, 0.690598, -0.134422], [1.491141, 0.038741, 0.153203], [0.475353, 0.869473, 0.856181], [-1.655946, -0.499849, -0.002798], [-0.367293, 0.855596, -1.380250], [-0.578367, -2.368197, 0.178120], [1.735821, -0.947984, 0.619784], [2.383390, 0.431186, -0.323537], [0.734662, 1.967074, 0.770299], [0.148573, 0.528415, 1.752149], [-2.308516, -0.663379, 0.768785], [-1.042759, 0.763199, -2.169643]], "forces_ev_per_a": [[-1.2, -0.3, -0.4], [0.3, -0.6, 0.4], [0.2, -0.6, 1.5], [-0.2, -2.8, -1.5], [0.5, 3.5, -2.4], [0.1, -0.5, 1.0], [0.2, 0.4, -2.5], [0.6, 1.7, -0.6], [0.1, 1.1, 0.2], [-0.2, 0.4, 0.1], [-0.4, -1.2, 0.8], [-0.4, -0.6, 3.1], [-0.1, 0.0, -0.6], [0.7, -0.3, 0.9]], "lowdin_charge": [0.05, -0.10, -0.23, -0.06, -0.06, 0.16, 0.17, 0.19, 0.14, 0.13, 0.16, 0.09, 0.18, 0.18], "de_lowest_kj_mol": 616.8, "total_charge": 1, "largest_force_ev_per_a": 4.24, "total_energy_ev": -8266.38426, "homo_lumo_gap_ha": [0.334, 0.334], "molar_mass_g_mol": 95.12}